[1]
{
  "formula": "C10H33N6O5",
  "method": "ωB97M-V/def2-TZVPD",
  "symbols": ["O", "H", "H", "H", "C", "O", "N", "N", "H", "H", "H", "H", "C", "O", "N", "N", "H", "H", "H", "H", "C", "C", "C", "O", "C", "N", "H", "H", "H", "H", "H", "H", "H", "H", "H", "H", "H", "C", "C", "C", "O", "C", "N", "H", "H", "H", "H", "H", "H", "H", "H", "H", "H", "H"],
  "positions_angstrom": [[-0.2579, -0.1763, 0.2017], [0.0485, 0.7213, 0.3505], [0.4611, -0.7690, -0.0290], [-0.8766, -0.1005, -0.5285], [1.6205, 3.1003, -0.0184], [0.9382, 2.1315, -0.1407], [1.1121, 4.2543, 0.2159], [2.7895, 3.2625, -0.5271], [0.2472, 4.1593, 0.7287], [1.6773, 4.9931, 0.6095], [3.2866, 2.4081, -0.7343], [3.1843, 4.1857, -0.4173], [0.3459, -0.7140, 3.4802], [-0.8315, -0.4215, 3.5245], [1.3084, -0.1373, 2.7189], [0.8485, -1.6295, 4.2567], [2.2267, -0.4182, 3.0318], [1.3033, 0.7090, 2.1677], [0.4775, -2.1188, 5.0586], [1.7697, -1.9502, 3.9948], [-3.9334, -0.1410, -0.8102], [-3.1077, 0.8870, -1.4752], [-2.8064, 2.0663, -0.5710], [-2.0626, 1.4837, 0.5712], [-1.6570, 2.5816, 1.5035], [-1.8610, 0.3627, -2.0132], [-4.4945, -0.7746, -1.4971], [-4.7642, 0.3190, -0.2751], [-3.4148, -0.7734, -0.0896], [-3.5795, 1.4740, -2.2632], [-3.7888, 2.4365, -0.2778], [-2.2884, 2.8566, -1.1142], [-1.5941, 3.4922, 0.9078], [-0.7111, 2.3801, 2.0062], [-2.5345, 2.6685, 2.1443], [-1.6947, 1.0694, -2.7154], [-1.9071, -0.4847, -2.5608], [2.9106, -2.1018, -2.7269], [1.7328, -1.8974, -1.6635], [1.3922, -3.1835, -0.8937], [0.0753, -2.8166, -0.3895], [-0.7349, -3.8085, 0.2260], [2.3882, -0.8686, -0.8177], [2.8729, -1.2333, -3.3845], [2.7469, -2.9874, -3.3408], [3.9227, -1.9184, -2.3660], [0.8998, -1.7017, -2.3387], [1.9743, -3.3940, 0.0035], [1.4777, -4.0682, -1.5245], [-0.3565, -4.2180, 1.1626], [-1.0688, -4.6247, -0.4147], [-1.5966, -3.2661, 0.6148], [2.7332, -0.0322, -1.2665], [3.1511, -1.2736, -0.2942]],
  "atomic_forces_ev_per_a": [[-0.5, -1.1, 1.4], [0.9, 1.5, 0.0], [1.4, -0.5, -0.1], [-1.2, 0.3, -1.6], [0.8, 0.3, -2.1], [-2.3, -4.5, 0.7], [-4.0, 4.9, 3.1], [3.9, -1.0, -1.0], [-0.2, 0.4, -0.1], [0.1, 0.0, -0.1], [0.8, 0.3, -0.1], [0.8, -0.5, -0.3], [-2.3, 2.4, -0.6], [-0.8, 0.7, -0.5], [1.5, -0.2, -0.5], [3.1, -3.7, 2.1], [0.2, 0.6, -0.5], [-0.6, -0.1, 0.2], [-0.7, 0.6, -0.6], [-0.1, -0.1, 0.4], [-1.8, -0.7, 0.4], [0.3, 1.1, -0.2], [0.7, -2.0, 1.7], [-0.1, 2.9, -0.5], [-1.6, -1.1, -1.3], [0.6, 0.4, -0.3], [0.5, -0.3, -0.4], [0.1, 0.3, 0.3], [0.3, 0.2, -0.1], [-1.0, -0.7, -0.5], [0.0, 0.3, 0.5], [0.5, 0.0, 0.2], [0.2, 0.1, 0.1], [-0.3, -0.3, 0.0], [0.5, 0.2, 0.6], [1.3, 0.0, -0.1], [-0.7, -0.4, 0.1], [-1.2, 0.2, -0.5], [5.1, -1.1, -1.6], [-0.9, 1.5, 0.8], [0.0, -1.3, -0.5], [-0.4, 0.6, 0.8], [-2.7, 0.0, 1.5], [-0.5, 0.0, -0.4], [0.5, -0.2, -0.1], [-0.1, -1.1, 0.6], [-0.4, 0.9, 0.9], [0.6, 0.3, -0.1], [-0.7, 0.0, -0.3], [0.9, -0.2, -0.1], [0.2, 0.1, -0.3], [-0.3, 0.1, -0.5], [-0.2, 0.1, -0.4], [0.0, -0.2, 0.0]],
  "lowdin_spin": [0.007, 0.002, 0.002, 0.001, 0.175, 0.059, 0.040, 0.104, 0.007, 0.039, 0.078, 0.049, 0.020, 0.003, 0.028, 0.006, 0.039, 0.030, 0.001, 0.010, 0.001, 0.003, 0.005, 0.003, 0.017, 0.004, 0.000, 0.000, 0.000, 0.001, 0.000, 0.004, 0.004, 0.010, 0.001, 0.009, 0.002, 0.032, 0.016, 0.009, 0.002, 0.002, 0.036, 0.015, 0.001, 0.011, 0.003, 0.007, 0.001, 0.001, 0.000, 0.000, 0.051, 0.048],
  "e_homo_ha": [-0.0740, -0.3290],
  "multiplicity": 2,
  "lumo_energy_ev": [0.53, 0.46],
  "s_squared": 0.75,
  "total_energy_ev": -30077.6555,
  "gap_ev": [2.55, 9.41],
  "de_lowest_kcal_mol": 29.9,
  "charge": 0
}

***

[2]
{
  "formula": "F4H16N2Na4O16S4",
  "method": "ωB97M-V/def2-TZVPD",
  "symbols": ["Na", "Na", "Na", "Na", "N", "S", "O", "O", "F", "S", "O", "O", "F", "N", "S", "O", "O", "F", "S", "O", "O", "F", "O", "H", "H", "O", "H", "H", "O", "H", "H", "O", "H", "H", "O", "H", "H", "O", "H", "H", "O", "H", "H", "O", "H", "H"],
  "positions_angstrom": [[-1.9205, -2.7037, -3.4323], [3.6000, -1.1973, -0.7948], [1.9526, 4.3410, 1.7974], [2.1267, 1.2879, -2.3083], [-3.9719, -1.9777, -2.7942], [-4.2593, -1.7184, -1.2003], [-5.3281, -2.4941, -0.7118], [-4.1751, -0.3805, -0.7462], [-2.9260, -2.5014, -0.7166], [-4.9281, -0.8742, -3.4441], [-4.3561, 0.4319, -3.4968], [-6.3058, -0.9826, -3.1688], [-4.7655, -1.4075, -4.9478], [1.4150, -0.2378, -0.5993], [0.3022, -1.4925, -0.5800], [-0.5911, -1.4612, -1.6777], [-0.2165, -1.8735, 0.6739], [1.3686, -2.5646, -0.9846], [0.9361, 0.5092, 0.7682], [1.4593, -0.0090, 1.9862], [-0.3341, 1.1180, 0.7980], [1.9831, 1.7436, 0.6430], [3.5521, -1.9282, 1.8415], [2.7307, -1.5954, 2.2266], [4.1939, -1.8889, 2.5581], [3.5347, 3.4081, -1.2275], [4.1076, 3.5107, -0.4597], [4.1619, 3.3261, -1.9562], [4.0408, -3.6001, -0.5359], [4.2768, -3.6343, 0.3983], [4.0302, -4.5184, -0.8222], [-1.7286, 1.5793, -1.8872], [-1.2223, 1.6961, -2.6955], [-1.5298, 0.6960, -1.5640], [-1.5840, 1.8968, 3.2132], [-1.0371, 1.3390, 3.7731], [-1.4110, 1.5897, 2.3184], [0.0208, 3.7950, 0.0047], [-0.5956, 4.2138, 0.6174], [-0.5554, 3.4127, -0.6717], [-1.6741, -1.5327, 3.0080], [-1.3202, -1.5573, 2.1148], [-1.2313, -2.2473, 3.4735], [2.5384, 2.4586, 3.5623], [3.4879, 2.3215, 3.6330], [2.1481, 1.7034, 4.0135]],
  "atomic_forces_ev_per_a": [[-0.5, 0.0, 0.2], [0.3, -1.2, 0.8], [-0.5, -0.5, 0.1], [-0.4, 0.7, 0.2], [-0.2, 0.8, 1.6], [-0.3, -1.8, 0.7], [-0.1, -0.6, 0.1], [1.0, 0.5, -0.1], [0.1, 0.3, 0.0], [-0.3, 1.5, -3.3], [0.4, -0.2, 0.1], [-0.3, -0.5, 0.6], [0.2, -0.1, 0.3], [-2.1, -0.5, 1.1], [0.3, -1.5, -1.6], [0.1, 0.6, -0.9], [0.8, 0.4, 0.1], [0.2, -0.4, -0.1], [2.1, 2.9, 3.0], [-0.2, -1.2, -0.2], [-0.3, -0.7, -1.2], [0.0, 0.1, -1.2], [0.2, 0.2, -0.4], [-0.1, 0.0, 0.0], [0.1, -0.1, 0.0], [0.0, -0.7, -0.3], [0.1, -0.1, 0.0], [0.2, 0.5, -0.1], [0.1, 0.4, 0.0], [-0.1, 0.0, 0.1], [0.0, 0.0, -0.2], [0.8, 0.6, 0.3], [-0.4, -0.1, -0.3], [-0.4, -0.2, 0.0], [0.3, 0.5, 0.0], [-0.2, -0.2, 0.1], [-0.3, -0.1, 0.2], [0.4, 0.5, 0.4], [-0.3, -0.1, -0.2], [-0.1, -0.2, 0.1], [0.1, 0.3, 0.1], [-0.3, -0.1, 0.3], [-0.1, -0.1, 0.0], [0.2, 0.5, -0.5], [0.0, 0.0, 0.2], [-0.2, 0.0, 0.0]],
  "lowdin_charge": [0.716, 0.638, 0.776, 0.740, -0.368, 0.503, -0.214, -0.236, -0.221, 0.469, -0.275, -0.213, -0.195, -0.341, 0.555, -0.241, -0.193, -0.134, 0.528, -0.238, -0.203, -0.215, -0.034, 0.030, 0.074, -0.033, 0.060, 0.065, -0.049, 0.046, 0.078, -0.013, 0.038, -0.004, -0.043, 0.029, -0.016, -0.051, 0.071, 0.040, -0.034, -0.026, 0.044, -0.036, 0.061, 0.062],
  "e_homo_ha": -0.4857,
  "multiplicity": 1,
  "lumo_energy_ev": -8.09,
  "total_energy_ev": -107864.2271,
  "gap_ev": 5.13,
  "charge": 2
}

***

[3]
{
  "formula": "C31H31Cl2N4OReS",
  "method": "ωB97M-V/def2-TZVPD",
  "symbols": ["Re", "C", "C", "C", "C", "C", "C", "C", "C", "S", "C", "N", "C", "C", "C", "C", "C", "C", "C", "C", "H", "H", "H", "H", "H", "H", "H", "H", "H", "H", "H", "H", "H", "H", "H", "H", "C", "C", "C", "C", "C", "N", "C", "O", "N", "C", "C", "C", "C", "N", "C", "C", "C", "H", "H", "H", "H", "H", "H", "H", "H", "H", "H", "H", "H", "H", "Cl", "C", "Cl", "H", "H"],
  "positions_angstrom": [[-1.5939, -1.8127, 2.2862], [1.2701, -2.0997, -2.4811], [2.6746, -2.2347, -1.8870], [3.2594, -3.5865, -2.3251], [3.5522, -1.1033, -2.4356], [2.6597, -2.1606, -0.3558], [3.8779, -2.2413, 0.3535], [3.9384, -2.2189, 1.7278], [2.7372, -2.1138, 2.4254], [2.4693, -2.1009, 4.1474], [0.8012, -1.9929, 3.9030], [0.4416, -1.9405, 2.6262], [1.5365, -2.0206, 1.7527], [1.4870, -2.0395, 0.3620], [-0.2659, -1.9955, 4.8891], [-0.0919, -2.0325, 6.2661], [-1.2109, -2.0594, 7.0924], [-2.4845, -2.0737, 6.5412], [-2.6601, -2.0551, 5.1606], [-1.5505, -1.9911, 4.3262], [1.3289, -2.1548, -3.5711], [0.8062, -1.1358, -2.2188], [0.6065, -2.9080, -2.1564], [3.2426, -3.6667, -3.4162], [2.6781, -4.4162, -1.9153], [4.2963, -3.7041, -2.0011], [3.5384, -1.1269, -3.5319], [4.5958, -1.2016, -2.1272], [3.1945, -0.1242, -2.0898], [4.8066, -2.3365, -0.1975], [4.8868, -2.2996, 2.2486], [0.5249, -2.0134, -0.1463], [0.9047, -2.0506, 6.6963], [-1.0889, -2.0849, 8.1685], [-3.3503, -2.1187, 7.1903], [-3.6661, -2.0937, 4.7557], [0.3042, 2.7234, -7.2812], [-0.0514, 3.1657, -5.9115], [0.4425, 2.4807, -4.7566], [0.1323, 2.8844, -3.5000], [-0.7164, 4.0239, -3.3303], [-1.0772, 4.5256, -2.1427], [-1.0350, 4.0793, -0.7724], [-1.1065, 4.9293, 0.0668], [-1.0118, 2.7304, -0.5232], [-1.1091, 2.1917, 0.7888], [-1.1723, 2.9791, 1.9434], [-1.3425, 2.3668, 3.1700], [-1.4545, 1.0020, 3.2612], [-1.3707, 0.2418, 2.1582], [-1.1904, 0.8188, 0.9457], [-1.1895, 4.7433, -4.4847], [-0.8737, 4.3155, -5.7246], [0.9040, 1.8184, -7.2911], [0.8553, 3.5210, -7.7940], [-0.6017, 2.5690, -7.8761], [1.1097, 1.6403, -4.8944], [0.5910, 2.4025, -2.6436], [-1.4248, 5.4784, -2.1593], [-1.1265, 2.0958, -1.2966], [-1.1145, 4.0518, 1.8757], [-1.4083, 2.9611, 4.0715], [-1.6022, 0.4960, 4.2021], [-1.1410, 0.1571, 0.0879], [-1.8182, 5.6192, -4.3462], [-1.2460, 4.8495, -6.5909], [-6.1558, -3.4241, 2.5991], [-5.3713, -1.9680, 2.1790], [-3.6696, -2.3570, 1.4859], [-5.2221, -1.3398, 3.0472], [-5.8882, -1.4639, 1.3740]],
  "atomic_forces_ev_per_a": [[2.4, 1.2, 0.7], [-0.1, 0.1, 0.0], [0.0, 0.0, 0.1], [0.0, -0.1, 0.0], [0.1, 0.2, -0.1], [0.1, 0.0, -0.3], [0.1, 0.0, -0.1], [0.1, 0.0, 0.1], [0.3, 0.0, 0.2], [0.2, 0.0, 0.2], [0.0, -0.2, 1.1], [-1.5, -0.4, -0.9], [-0.3, 0.1, -0.1], [-0.3, 0.0, -0.1], [0.6, 0.0, 0.0], [0.0, 0.0, 0.4], [0.4, 0.0, 0.0], [-0.2, -0.1, -0.1], [-0.1, 0.0, 0.2], [-0.5, 0.0, -1.1], [0.0, 0.0, 0.1], [0.1, -0.1, 0.0], [0.1, 0.1, 0.0], [0.0, 0.0, 0.1], [0.0, 0.0, 0.0], [-0.1, 0.0, 0.0], [0.0, 0.0, 0.2], [-0.1, 0.0, 0.0], [0.0, -0.1, -0.1], [-0.1, 0.0, 0.0], [-0.1, 0.0, -0.1], [0.1, 0.0, 0.1], [-0.1, 0.0, 0.0], [0.0, 0.0, -0.1], [0.0, 0.0, 0.0], [0.1, 0.0, 0.0], [0.0, 0.1, 0.1], [0.1, 0.0, 0.1], [0.0, 0.1, -0.5], [-0.3, 0.3, 0.3], [0.2, -0.1, -0.4], [-0.1, -0.2, 0.6], [-0.1, 0.3, -0.2], [0.1, 0.2, -0.1], [0.1, -0.1, 0.3], [-0.1, 0.1, -0.3], [0.0, 0.1, 0.2], [0.0, 0.3, 0.1], [0.2, -0.1, 0.1], [-0.4, -0.6, -0.6], [-0.2, 0.1, 0.0], [0.0, 0.0, 0.4], [0.2, -0.3, -0.3], [0.0, 0.0, 0.0], [0.0, 0.0, 0.0], [0.0, 0.0, 0.0], [0.0, 0.0, -0.1], [-0.1, 0.1, 0.0], [-0.1, 0.0, 0.1], [0.0, -0.1, 0.0], [0.0, 0.0, 0.1], [0.0, 0.0, 0.0], [0.0, 0.0, 0.0], [0.0, -0.1, 0.0], [0.1, -0.1, 0.0], [0.0, 0.0, 0.0], [-0.2, -0.4, 0.1], [-0.2, 0.1, 0.3], [-0.9, -0.3, -0.6], [0.2, 0.1, 0.0], [0.1, 0.1, -0.2]],
  "lowdin_spin": [0.001, 0.000, 0.000, 0.000, 0.000, 0.000, 0.000, 0.000, 0.000, 0.000, 0.000, 0.000, 0.000, 0.000, 0.000, 0.000, 0.001, 0.000, 0.000, 0.000, 0.000, 0.000, 0.000, 0.000, 0.000, 0.000, 0.000, 0.000, 0.000, 0.000, 0.000, 0.000, 0.000, 0.000, 0.000, 0.000, 0.051, 0.243, 0.062, 0.086, 0.161, 0.191, 0.013, 0.033, 0.004, 0.000, 0.000, 0.000, 0.000, 0.000, 0.002, 0.088, 0.026, 0.000, 0.019, 0.016, 0.000, 0.002, 0.003, 0.001, 0.000, 0.000, 0.000, 0.000, 0.001, -0.002, 0.000, 0.000, 0.000, 0.000, 0.000],
  "e_homo_ha": [-0.5790, -0.5791],
  "multiplicity": 2,
  "lumo_energy_ev": [-10.05, -10.71],
  "s_squared": 0.77,
  "total_energy_ev": -78641.0976,
  "gap_ev": [5.70, 5.05],
  "de_lowest_kcal_mol": 12.6,
  "charge": 3
}